Computed, not measured: 5 unconnected molecules or ions with the total composition C32H69BClFN4O12P2S in a non-equilibrium geometry, with ωB97M-V/def2-TZVPD.

Cartesian coordinates (Å):
H: 10.062745 6.126280 -4.435223
C: 5.906587 4.394197 -0.342253
H: -3.117558 -3.470510 1.331535
N: -8.769462 -9.176983 -1.520662
C: -9.873930 -2.615877 2.327168
H: 5.785948 1.209765 4.019438
H: 2.448817 1.450358 -0.512605
C: -10.553799 -4.355190 -0.256342
H: -12.086995 -8.560027 1.572718
H: -3.354348 -0.836729 2.541979
C: 8.166717 0.476919 1.202314
C: 4.000140 1.151525 0.858046
H: 1.650877 -1.297388 4.728906
C: 5.515720 4.688731 -1.655994
H: -3.542023 -0.750416 0.033830
O: 5.830381 1.146474 3.060105
C: 1.415731 -1.763018 3.776568
H: 7.339244 2.388888 1.523254
C: -3.350660 -1.823158 0.009638
H: -7.436397 -10.886242 0.182824
H: -5.085962 -3.338943 2.603223
Cl: 9.651819 0.009311 0.325015
H: -9.053825 -1.601942 0.630871
C: 2.557106 1.635741 0.556719
H: 7.468299 -0.349788 1.151745
H: 7.292460 5.943304 -7.576223
H: 7.489404 4.684263 1.088438
H: -9.767837 -9.356845 -1.455875
H: -12.020613 -2.963000 2.333533
H: -7.856412 -2.785549 2.560250
H: -9.887223 -1.641830 2.825757
C: 3.201204 1.483759 3.746204
H: 6.019331 5.690748 -3.501744
C: 0.670170 -0.776983 2.866188
O: 4.506002 5.553609 2.295168
H: -0.228644 -1.228196 2.469278
H: 2.357222 -2.021055 3.305701
P: 4.988469 4.003793 2.372661
B: 1.357120 0.812464 1.227361
C: 6.327216 5.446796 -2.495873
H: -5.394721 0.060846 0.804998
C: -8.274199 -8.928461 -0.163914
O: 3.627437 4.101558 0.094284
H: -8.589253 -4.161128 2.190563
H: -11.503657 -3.828081 -0.382457
C: 7.133876 4.883544 0.094707
H: 8.316125 2.256452 0.082777
C: 4.945326 3.583996 0.535386
H: 0.809733 -2.639132 3.976892
C: -3.563998 -2.472672 1.373590
C: 8.174256 5.747684 -8.191132
H: -11.076405 -9.896022 1.019808
C: 8.249976 8.295767 -6.174187
H: 7.360170 7.671328 -6.253189
H: 0.405108 0.082444 3.470212
H: 6.774214 3.550573 3.500441
H: 2.782915 2.391183 3.324910
O: 1.568152 -0.395989 1.798781
P: 4.316147 0.551892 2.609382
C: 9.497004 7.477082 -5.855155
S: 2.278535 3.414497 0.627739
H: -8.707585 -8.319271 -2.061959
O: -10.481973 -7.979080 0.473941
H: -11.061135 -4.434898 2.534973
H: 8.320390 6.569987 -8.897245
H: 3.764768 1.751021 4.636670
H: -5.594329 -3.152113 0.930259
H: 11.053902 6.347455 -6.795566
H: 8.162165 6.545796 -2.710200
C: -11.056903 -8.875013 1.407662
C: 7.943774 5.639428 -0.753843
H: -2.317655 -1.959074 -0.311874
H: -10.315632 -4.867557 -1.188592
H: -8.011154 -10.095419 1.651072
C: 10.052117 6.699141 -7.056150
C: 6.329773 1.509159 -0.254650
H: 4.458692 2.173510 -0.855223
H: 10.276831 8.179203 -5.546034
H: -6.493002 -1.234741 0.237453
C: 7.541107 1.768519 0.662222
C: 4.964496 2.107564 0.110341
C: -9.077340 -7.836041 0.556296
C: -11.115609 -3.375350 2.784558
H: 8.612508 5.846293 -5.054998
H: 4.573461 4.347798 -2.052041
N: -2.836825 -1.697850 2.384343
H: -3.998171 -2.269526 -0.747158
N: 9.207320 6.599272 -4.715847
H: 6.580909 1.895468 -1.237326
H: -2.893793 -2.182544 3.276115
H: 2.407547 0.821977 4.065307
H: -10.646241 -5.111831 0.525511
O: -9.490460 -3.462255 0.027758
C: -5.040882 -2.664235 1.743831
O: -5.704434 -1.483430 2.158574
H: -7.012108 -0.080812 1.481508
H: -8.761954 -7.738141 1.603997
H: -10.526536 -8.854104 2.363830
H: 8.889527 6.029037 -0.410364
H: 7.992950 4.832439 -8.753702
H: -8.856556 -6.881316 0.069753
O: 0.096072 1.375395 1.204279
C: -6.164587 -0.653587 1.104006
H: 8.063858 9.020355 -5.381668
F: 4.088728 -0.036605 0.120426
H: -7.247115 -8.560387 -0.245740
H: -10.779843 -1.901313 0.467024
O: 1.877133 3.833098 1.932634
O: 1.322234 3.684686 -0.402750
O: 9.324335 5.535750 -7.393444
H: 8.427230 0.578883 2.247130
H: 4.704876 5.905066 1.413820
H: 10.161002 7.351181 -7.932786
H: -0.478074 0.980300 0.543536
O: 6.560627 4.150667 2.783829
H: -11.218715 -3.305463 3.867091
H: 6.254142 0.438671 -0.401016
C: 7.548758 5.944888 -2.054496
N: -8.682642 -3.337988 2.780610
C: -9.836809 -2.341971 0.817225
H: 8.367028 8.845098 -7.110074
H: -9.157109 -10.807172 0.507575
C: -8.222875 -10.252635 0.591506

Cartesian forces, eV/Å:
0.00 0.06 0.08
-0.24 0.25 -0.41
-0.05 -0.04 0.06
-0.02 0.22 0.03
-0.11 -0.28 -0.01
0.20 0.00 0.13
-0.01 0.04 -0.21
0.20 -0.14 0.02
0.01 0.04 -0.01
0.07 0.06 -0.06
-0.36 0.19 0.30
0.09 1.21 -0.11
0.06 0.01 0.18
0.35 0.19 -0.28
-0.05 0.00 0.04
-0.28 0.43 -0.38
-0.16 0.40 -0.19
-0.28 0.17 -0.09
0.07 -0.07 -0.10
-0.02 0.00 -0.05
-0.03 0.07 0.05
0.01 -0.12 -0.09
0.04 -0.05 -0.03
0.77 -0.22 0.48
0.00 -0.22 -0.15
-0.03 0.10 -0.06
-0.01 0.02 -0.02
0.01 -0.10 -0.01
0.00 -0.01 -0.01
0.03 0.07 0.19
0.06 0.04 -0.06
0.04 0.18 -0.43
-0.24 -0.12 -0.10
0.45 -0.84 0.45
0.51 -0.26 -0.65
-0.21 0.08 -0.25
0.07 -0.32 -0.06
-1.16 -0.35 1.32
-0.67 0.31 0.07
0.17 0.05 0.26
-0.02 -0.03 -0.15
-0.21 -0.22 0.04
-0.41 -0.67 0.93
-0.05 -0.08 0.08
-0.01 0.02 0.06
0.37 0.18 -0.26
0.06 0.31 -0.01
0.73 0.54 -0.62
0.06 -0.24 -0.03
-0.04 0.29 -0.13
0.01 -0.18 0.07
0.06 -0.04 0.10
0.01 0.14 0.01
0.02 -0.05 -0.02
-0.25 0.38 -0.28
-0.09 -0.15 0.12
-0.06 0.11 0.13
0.31 0.60 0.22
-0.12 -1.35 0.62
-0.28 -0.06 -0.07
-1.97 -0.03 -0.90
0.10 -0.05 -0.05
0.02 -0.01 0.12
0.04 0.00 -0.05
-0.01 0.04 0.02
0.14 0.09 0.07
0.03 0.09 -0.08
-0.02 -0.06 0.00
0.02 -0.01 0.02
-0.13 0.05 -0.13
-0.27 0.13 -0.42
0.01 0.01 0.04
0.03 0.04 -0.01
-0.02 0.00 0.00
0.24 0.02 0.07
0.65 0.41 0.30
0.02 -0.04 -0.24
0.07 -0.05 -0.02
0.07 -0.04 -0.01
0.37 -0.67 -0.05
0.10 -0.42 -0.11
0.17 0.22 -0.09
-0.11 0.07 0.07
-0.06 0.03 0.03
-0.19 -0.10 0.11
-0.11 -0.14 0.13
-0.01 0.02 0.00
0.26 -0.03 -0.23
-0.04 0.15 -0.15
0.09 -0.03 -0.01
-0.15 -0.20 0.02
-0.18 -0.01 -0.03
-0.09 0.05 -0.11
0.05 -0.25 0.16
-0.14 -0.10 -0.22
-0.01 -0.05 0.04
-0.02 -0.10 0.02
0.04 -0.03 0.00
0.10 -0.06 0.24
0.04 -0.01 0.00
-0.05 0.00 -0.03
0.28 0.09 -0.22
0.01 0.18 0.21
0.00 -0.04 0.03
-0.08 -0.38 -0.04
-0.02 0.08 0.00
-0.06 -0.08 0.04
1.04 0.00 0.43
0.43 0.06 -0.33
-0.06 0.07 -0.07
0.28 0.05 0.11
-0.07 0.46 0.13
-0.09 0.04 0.01
-0.30 -0.02 0.16
0.44 0.22 -0.23
0.05 -0.02 0.01
-0.36 -0.16 0.02
-0.29 -0.39 0.65
0.15 0.13 -0.20
0.10 0.21 0.05
-0.01 -0.01 -0.01
-0.04 0.05 -0.01
0.13 -0.04 0.07

The calculation puts the HOMO-LUMO gap at 8.75 eV. The charge is 0. The SMILES is CCOB(O)[C@@H]1[C@](F)(P(C)O)[C@H](CCCCl)[C@](c2ccccc2)(P(O)O)OS1(=O)=O.COC[C@@H](C)N.COC[C@@H](C)N.COC[C@@H](C)N.COC[C@@H](C)N.

Mulliken atomic charge list, values in e, 99 entries:
1 H 0.260
2 C -0.079
3 H 0.326
4 N -0.723
5 C 0.458
6 H 0.274
7 H 0.540
8 C -0.456
9 H 0.257
10 H 0.252
11 C -0.772
12 C 1.561
13 H 0.315
14 C -0.501
15 H 0.283
16 O -0.265
17 C -1.247
18 H -0.072
19 C -1.450
20 H 0.363
21 H 0.386
22 Cl -0.231
23 H 0.229
24 C -1.274
25 H 0.298
26 H 0.207
27 H 0.666
28 H 0.312
29 H 0.358
30 H 0.222
31 H 0.411
32 C -0.689
33 H 0.448
34 C -0.195
35 O -0.532
36 H 0.396
37 H 0.331
38 P 0.755
39 B 0.259
40 C -1.231
41 H 0.285
42 C 0.281
43 O -0.200
44 H 0.324
45 H 0.334
46 C 0.269
47 H 0.750
48 C 1.035
49 H 0.341
50 C 0.112
51 C -0.618
52 H 0.237
53 C -1.435
54 H 0.266
55 H 0.391
56 H 0.335
57 H 0.171
58 O -0.481
59 P -0.301
60 C 0.090
61 S 1.129
62 H 0.275
63 O -0.339
64 H 0.216
65 H 0.294
66 H 0.656
67 H 0.402
68 H 0.338
69 H 0.642
70 C -0.758
71 C -1.386
72 H 0.330
73 H 0.245
74 H 0.341
75 C -0.646
76 C -2.212
77 H 0.634
78 H 0.354
79 H 0.307
80 C -0.349
81 C -0.509
82 C -0.553
83 C -1.470
84 H 0.319
85 H 0.430
86 N -0.466
87 H 0.357
88 N -0.474
89 H 0.470
90 H 0.271
91 H 0.054
92 H 0.063
93 O -0.378
94 C -0.533
95 O -0.427
96 H 0.293
97 H 0.430
98 H 0.354
99 H 0.424